(i)
{
  "formula": "C2H11NO2",
  "method": "ωB97M-V/def2-TZVPD",
  "charge": 1,
  "multiplicity": 2,
  "orbital_gap_ev": [10.4567, 4.9702],
  "symbols": ["O", "O", "N", "C", "C", "H", "H", "H", "H", "H", "H", "H", "H", "H", "H", "H"],
  "coordinates": [[1.36, -1.90, -1.35], [2.54, -1.06, 1.75], [-2.62, 0.85, -0.23], [0.03, 1.44, 0.49], [-1.07, 0.54, -0.25], [-0.85, 0.48, -1.39], [-1.22, -0.52, 0.10], [-3.11, 0.01, -0.63], [0.00, 2.48, 0.05], [0.93, -1.43, -0.58], [0.69, -2.55, -1.51], [2.03, -0.95, 0.92], [-2.86, 1.57, -0.85], [1.06, 1.05, 0.54], [-0.24, 1.46, 1.57], [3.32, -1.47, 1.36]]
}



(ii)
{
  "formula": "C2H11NO2",
  "method": "ωB97M-V/def2-TZVPD",
  "charge": 1,
  "multiplicity": 2,
  "orbital_gap_ev": [11.9319, 6.9521],
  "symbols": ["O", "O", "N", "C", "C", "H", "H", "H", "H", "H", "H", "H", "H", "H", "H", "H"],
  "coordinates": [[-3.08, 1.50, -0.47], [2.84, 0.66, 0.60], [-0.44, 0.32, -0.89], [0.06, -0.98, 1.11], [-0.06, -0.98, -0.39], [-2.87, 2.44, -0.50], [-2.69, 0.99, -1.18], [-0.90, -1.64, -0.64], [-0.92, -1.03, 1.57], [-0.29, 0.37, -1.90], [0.51, -1.92, 1.43], [0.83, -1.28, -0.93], [0.60, -0.09, 1.44], [3.15, -0.02, 1.21], [-0.20, 1.11, -0.31], [3.45, 0.55, -0.15]]
}



(iii)
{
  "formula": "C2H11NO2",
  "method": "ωB97M-V/def2-TZVPD",
  "charge": 1,
  "multiplicity": 2,
  "orbital_gap_ev": [10.0106, 4.7956],
  "symbols": ["O", "O", "N", "C", "C", "H", "H", "H", "H", "H", "H", "H", "H", "H", "H", "H"],
  "coordinates": [[-0.79, 2.65, 4.98], [0.86, 0.35, 1.56], [-0.34, -0.97, -2.88], [0.21, -0.15, -1.79], [0.06, -2.39, -2.85], [0.65, 1.00, 0.88], [-0.56, -2.98, -2.17], [-0.97, 3.02, 4.12], [-0.30, 0.80, -1.68], [1.28, 0.02, -2.02], [0.15, 2.63, 5.08], [-1.36, -0.95, -2.72], [0.12, 0.32, 2.17], [1.14, -2.38, -2.73], [0.38, -0.79, -0.90], [-0.10, -2.85, -3.84]]
}



Stability, highest: (ii)